No. 1
Entry from the Open Molecules 2025 dataset: a structure of composition C32H35N9OS3SbSeZn (ωB97M-V/def2-TZVPD).

Computed properties:
HOMO-LUMO gap in eV: 6.82
Relative energy (zero: lowest compared OMol25 entry of this formula, charge and spin) in kJ/mol: 0.00
Energy in hartree: -7424.0532

```
! wB97M-V def2-TZVPD RIJCOSX def2/J DEFGRID3
* xyz -1 1
Zn -1.814 -1.267 -0.344
S 0.292 -0.845 0.740
C -0.302 -0.198 2.260
C 0.698 0.246 3.198
N 1.509 0.612 3.930
C -1.614 -0.065 2.581
S -2.944 -0.569 1.594
C -1.976 0.517 3.859
N -2.300 0.995 4.854
S 2.147 -0.737 -2.088
Sb 2.522 0.882 -0.554
C 1.431 2.400 0.446
C 0.062 2.382 0.673
C -0.540 3.427 1.362
C 0.225 4.486 1.826
C 1.594 4.507 1.592
C 2.198 3.472 0.894
C 3.662 2.295 -1.721
C 2.993 2.990 -2.726
C 3.669 3.885 -3.541
C 5.032 4.088 -3.373
C 5.709 3.401 -2.378
C 5.027 2.510 -1.556
C 3.987 0.298 0.839
C 4.992 -0.542 0.368
C 6.013 -0.941 1.217
C 6.019 -0.518 2.540
C 5.004 0.299 3.015
C 3.987 0.714 2.165
H -0.537 1.540 0.340
H -1.604 3.392 1.555
H -0.242 5.291 2.377
H 2.196 5.330 1.955
H 3.264 3.512 0.708
H 1.929 2.840 -2.883
H 3.131 4.418 -4.315
H 5.563 4.780 -4.015
H 6.772 3.556 -2.238
H 5.574 1.987 -0.781
H 4.961 -0.896 -0.657
H 6.794 -1.594 0.850
H 6.808 -0.842 3.207
H 4.986 0.605 4.052
H 3.187 1.332 2.555
C -0.930 -3.747 -3.124
C -1.915 -2.573 -3.194
C -3.216 -3.026 -3.865
C -1.295 -1.445 -4.019
O -2.234 -2.189 -1.904
H -0.733 -4.186 -4.107
H -1.339 -4.517 -2.469
H 0.017 -3.405 -2.701
H -3.047 -3.375 -4.887
H -3.920 -2.193 -3.888
H -3.668 -3.832 -3.287
H -1.044 -1.796 -5.022
H -0.379 -1.080 -3.553
H -2.003 -0.616 -4.124
N -2.923 3.945 -2.513
N -2.256 2.756 -2.206
N -1.106 2.437 -2.746
C -0.904 1.234 -2.206
N -1.897 0.887 -1.382
N -2.768 1.877 -1.408
H -2.187 4.642 -2.607
H -3.480 4.154 -1.687
H -0.046 0.608 -2.410
C -2.122 -5.061 2.804
N -3.338 -4.301 3.026
C -3.856 -3.988 4.266
C -4.951 -3.236 4.055
N -5.093 -3.105 2.690
C -6.098 -2.285 2.043
C -4.095 -3.750 2.044
Se -3.744 -3.734 0.229
H -2.244 -6.081 3.168
H -1.289 -4.579 3.316
H -1.931 -5.069 1.734
H -3.390 -4.312 5.178
H -5.627 -2.768 4.745
H -7.050 -2.431 2.549
H -6.168 -2.597 1.003
H -5.801 -1.236 2.079
*
```

No. 2
Entry from the Open Molecules 2025 dataset: a structure of composition C19H29N3NbOTl (ωB97M-V/def2-TZVPD).

Computed properties:
HOMO-LUMO gap in eV: 6.44
Relative energy (zero: lowest compared OMol25 entry of this formula, charge and spin) in kJ/mol: 0.00
Energy in hartree: -1209.7512

```
! wB97M-V def2-TZVPD RIJCOSX def2/J DEFGRID3
* xyz 2 1
N 1.817 0.547 -0.274
C 2.981 0.329 -0.555
O 4.145 0.146 -0.672
Tl 1.849 -2.214 -1.846
Nb -0.069 0.011 0.072
N -1.152 -0.032 -1.604
N -0.541 1.567 1.199
C -1.232 0.600 -2.931
C 0.092 2.896 1.327
C -1.996 -0.293 -3.921
C -1.977 1.939 -2.809
C 0.180 0.833 -3.460
C 1.352 2.731 2.180
C -0.859 3.904 1.980
C 0.467 3.407 -0.062
H -1.544 -1.291 -3.982
H -1.944 0.164 -4.921
H -3.060 -0.388 -3.667
H -2.985 1.803 -2.392
H -2.064 2.391 -3.811
H -1.422 2.637 -2.166
H 0.794 1.419 -2.760
H 0.099 1.397 -4.403
H 0.691 -0.123 -3.664
H 1.092 2.273 3.146
H 1.805 3.723 2.337
H 2.073 2.080 1.664
H -1.074 3.641 3.024
H -1.793 3.969 1.405
H -0.370 4.891 1.969
H 1.011 4.356 0.050
H -0.438 3.568 -0.663
H 1.131 2.708 -0.584
C -2.407 -0.600 -1.086
H -2.272 -0.926 -0.029
H -3.244 0.118 -1.139
H -2.700 -1.491 -1.663
C -1.485 1.157 2.235
H -1.753 0.097 2.085
H -1.058 1.271 3.247
H -2.408 1.754 2.172
C 0.439 -1.752 0.973
C 0.874 -2.839 1.484
C 1.322 -4.050 2.036
C 2.274 -4.800 1.304
C 2.714 -6.044 1.760
C 2.238 -6.574 2.955
C 1.312 -5.851 3.702
C 0.858 -4.602 3.265
H 2.650 -4.388 0.365
H 3.437 -6.595 1.165
H 2.587 -7.540 3.300
H 0.934 -6.258 4.637
H 0.130 -4.051 3.856
*
```

No. 3
Entry from the Open Molecules 2025 dataset: a cluster of 7 separate species, C53H55F6NO3PS in total (ωB97M-V/def2-TZVPD).

Computed properties:
HOMO-LUMO gap in eV: 5.80
Energy in hartree: -3670.9664

```
! wB97M-V def2-TZVPD RIJCOSX def2/J DEFGRID3
* xyz 1 1
C 5.290 0.439 0.459
C 5.630 0.318 -1.140
O 4.803 -0.696 -1.860
C 3.421 -0.241 -1.639
C 2.360 -0.631 -2.826
O 1.175 -1.215 -2.177
C 0.071 -0.252 -2.052
C -0.131 0.324 -0.497
C 0.949 1.477 -0.059
C 0.305 2.763 0.737
O -0.322 2.617 1.927
C 0.447 4.236 -0.042
C -0.859 5.144 -0.439
C -0.578 6.551 -1.250
C 0.938 7.055 -1.674
C 2.216 6.108 -1.234
C 2.004 4.675 -0.413
C 0.078 -1.044 0.398
C -1.051 -0.959 1.603
C -2.169 -0.024 0.852
N -1.601 0.615 -0.238
P -2.794 1.610 -1.112
S -3.218 0.803 -2.863
H 4.764 1.471 0.729
H 4.597 -0.404 0.886
H 6.284 0.424 1.110
H 5.495 1.393 -1.638
H 6.791 0.085 -1.223
H 3.043 -0.789 -0.650
H 3.367 0.932 -1.506
H 2.155 0.349 -3.440
H 2.858 -1.393 -3.598
H 0.081 0.623 -2.828
H -0.928 -0.867 -2.271
H 1.446 1.868 -1.072
H 1.860 1.041 0.575
H -1.919 4.724 -0.144
H -1.526 7.177 -1.560
H 1.055 8.051 -2.276
H 3.291 6.495 -1.571
H 2.959 4.045 -0.165
H 1.144 -1.256 0.841
H -0.203 -2.065 -0.127
H -1.552 -2.038 1.537
H -0.708 -0.707 2.695
H -3.294 0.098 1.162
H -4.029 1.592 -0.359
H -2.334 2.950 -1.379
F -4.559 -2.225 5.137
C -3.502 -1.654 5.730
C -3.077 -2.123 6.968
C -1.973 -1.532 7.583
C -1.313 -0.471 6.958
C -1.751 -0.005 5.717
C -2.848 -0.603 5.097
H -3.606 -2.942 7.442
H -1.627 -1.896 8.548
H -0.455 -0.008 7.440
H -1.239 0.824 5.234
H -3.196 -0.259 4.129
F 1.206 -3.521 5.709
C 0.628 -4.714 5.904
C 1.351 -5.733 6.514
C 0.747 -6.973 6.721
C -0.570 -7.184 6.307
C -1.286 -6.156 5.691
C -0.686 -4.913 5.493
H 2.375 -5.554 6.822
H 1.301 -7.774 7.204
H -1.039 -8.153 6.465
H -2.309 -6.324 5.365
H -1.231 -4.100 5.024
F 0.535 8.930 -5.229
C 1.778 8.456 -5.387
C 2.851 9.150 -4.838
C 4.144 8.655 -4.998
C 4.353 7.475 -5.716
C 3.271 6.788 -6.269
C 1.976 7.278 -6.099
H 2.670 10.070 -4.290
H 4.989 9.186 -4.565
H 5.363 7.091 -5.845
H 3.436 5.872 -6.831
H 1.123 6.752 -6.514
F 6.970 5.378 -6.247
C 7.253 4.370 -5.411
C 8.522 4.284 -4.849
C 8.815 3.237 -3.975
C 7.839 2.282 -3.681
C 6.570 2.374 -4.254
C 6.274 3.427 -5.120
H 9.270 5.030 -5.095
H 9.802 3.165 -3.523
H 8.070 1.463 -3.002
H 5.814 1.627 -4.028
H 5.290 3.519 -5.567
F -2.992 -6.882 2.758
C -3.869 -7.891 2.847
C -4.905 -7.818 3.772
C -5.821 -8.867 3.861
C -5.684 -9.982 3.031
C -4.638 -10.048 2.109
C -3.729 -8.995 2.013
H -4.990 -6.948 4.414
H -6.639 -8.816 4.576
H -6.396 -10.801 3.104
H -4.532 -10.919 1.467
H -2.916 -9.026 1.296
F -9.869 -2.679 -3.804
C -8.812 -2.108 -3.211
C -8.386 -2.577 -1.973
C -7.283 -1.986 -1.358
C -6.623 -0.926 -1.983
C -7.061 -0.459 -3.223
C -8.158 -1.057 -3.843
H -8.916 -3.396 -1.498
H -6.937 -2.350 -0.393
H -5.765 -0.462 -1.501
H -6.549 0.369 -3.706
H -8.506 -0.713 -4.812
*
```

No. 4
Entry from the Open Molecules 2025 dataset: a cluster of 2 separate species, C2H2Cl2Si in total (ωB97M-V/def2-TZVPD).

Computed properties:
HOMO-LUMO gap (spin up / spin down) in eV: 8.95 / 7.72
Relative energy (zero: lowest compared OMol25 entry of this formula, charge and spin) in kJ/mol: 87.97
Energy in hartree: -1287.0973

```
! wB97M-V def2-TZVPD RIJCOSX def2/J DEFGRID3
* xyz 0 3
C -1.644 -0.172 -1.197
C -2.710 -0.478 -1.643
Si 1.086 0.250 0.536
Cl 0.221 1.059 2.149
Cl 1.394 -1.716 0.789
H -0.594 0.091 -0.703
H 2.247 0.967 0.070
*
```